Density functional theory data (the ωB97M-V functional and the def2-TZVPD basis) for 3 unconnected molecules or ions with the total composition C17H38FNO9P.

XYZ file:
```
67
Properties=species:S:1:pos:R:3:nbo_charge:R:1
P -1.16 0.22 3.62 2.397
F -8.10 1.09 3.75 -0.384
O -0.85 -0.20 5.13 -0.830
O 5.86 -2.21 -5.93 -0.552
O -6.56 -2.04 3.66 -0.791
O -0.77 -0.82 2.64 -1.128
O -0.89 1.22 -4.09 -0.554
O -7.42 -0.84 1.96 -0.745
O -0.39 1.60 3.40 -0.809
O 1.20 0.91 -2.05 -0.557
O 3.81 -0.15 -5.51 -0.554
N -5.82 0.89 3.97 -0.638
C 4.86 -3.20 -5.74 -0.254
C -3.54 1.19 4.83 -0.397
C 0.03 0.74 -5.06 -0.251
C 5.50 -1.22 -6.88 -0.087
C 3.99 -0.29 -4.11 -0.257
C 1.63 1.18 2.07 -0.644
C -4.91 0.58 5.05 -0.214
C -7.08 -1.03 3.13 0.699
C 1.05 1.52 3.44 -0.070
C -1.00 0.39 -2.94 -0.090
C 0.79 -2.03 5.16 -0.639
C 5.02 0.05 -6.21 -0.086
C 1.72 2.17 -2.42 -0.250
C -2.88 0.68 3.52 -0.853
C -7.09 0.19 4.08 0.237
C -0.64 -1.60 5.40 -0.058
C -0.20 0.93 -1.78 -0.094
H -7.24 -0.14 5.11 0.141
H 3.88 -2.75 -5.58 0.182
H 1.37 0.82 4.20 0.182
H -5.33 1.01 5.96 0.182
H 0.83 1.15 1.34 0.238
H 4.23 0.67 -3.65 0.163
H -0.67 -0.63 -3.18 0.172
H 5.80 0.44 -5.55 0.173
H 0.98 0.46 -4.61 0.178
H -3.69 2.27 4.73 0.205
H -4.81 -0.50 5.25 0.185
H -3.02 1.40 2.72 0.260
H 6.39 -1.00 -7.47 0.180
H 2.03 0.17 2.09 0.218
H 2.71 2.00 -2.82 0.180
H 1.11 2.65 -3.19 0.180
H -2.05 0.35 -2.66 0.195
H 5.14 -3.77 -4.86 0.191
H -3.38 -0.24 3.21 0.269
H -0.85 -1.72 6.47 0.181
H 0.20 1.53 -5.78 0.185
H 3.05 -0.64 -3.69 0.205
H 4.73 -1.60 -7.56 0.173
H -5.43 0.61 3.08 0.364
H 1.79 2.83 -1.55 0.166
H -0.53 1.94 -1.53 0.175
H 4.83 0.80 -6.99 0.181
H 2.40 1.88 1.75 0.202
H -0.39 -0.13 -5.58 0.164
H 1.48 -1.43 5.75 0.200
H -1.35 -2.22 4.86 0.201
H 1.38 2.51 3.74 0.182
H 4.82 -3.88 -6.60 0.164
H 1.04 -1.98 4.10 0.235
H -2.90 1.02 5.69 0.211
H 0.89 -3.07 5.48 0.211
H 4.78 -1.01 -3.87 0.177
H -0.37 0.29 -0.91 0.202
```

## Properties
Charge   -1
F_max   1.32 eV/Å
E_HOMO   -4.4033 eV
Molecular weight   450.461 g/mol
LUMO level   2.1 eV
Gap between HOMO and LUMO   6.5 eV



Density functional theory data (the ωB97M-V functional and the def2-TZVPD basis) for a molecular structure, C17H38LiNO17P.

XYZ file:
```
75
Properties=species:S:1:pos:R:3:mulliken_charge:R:1
P -0.94 0.10 -1.93 0.035
O 4.48 -1.20 -0.59 -0.410
O 0.17 -1.90 3.25 -0.445
O -0.56 -0.96 -0.83 -0.731
O -0.05 -0.05 -3.07 -0.749
O 0.65 5.76 3.19 -0.353
O 0.58 0.26 2.49 -0.324
O 0.85 4.59 1.20 -0.342
O -0.50 1.18 -1.04 -0.541
O 5.24 0.85 -0.04 -0.378
O -4.09 3.17 2.17 -0.634
O 1.88 3.89 3.10 -0.620
O -5.38 1.59 3.22 -0.360
O -3.56 0.96 2.16 -0.254
O 3.00 0.32 0.28 -0.435
O -2.40 -0.10 -2.24 -0.898
O 0.42 -3.23 -1.45 -0.552
O 0.24 -0.07 4.71 -0.340
N -0.96 -3.66 -4.89 0.412
C 0.43 1.21 5.19 -0.672
C -6.29 2.58 3.76 -0.810
C 1.12 4.67 2.52 0.860
C 0.57 -3.35 -2.84 -0.749
C 0.43 -0.47 3.48 0.530
C -0.32 -2.53 -5.61 -1.031
C 3.62 -2.31 -0.50 -0.754
C -4.39 1.97 2.43 0.778
C 0.97 6.08 4.56 -0.742
C -2.49 1.06 1.20 -0.500
C -0.92 -3.39 -3.44 -1.008
C -0.52 -5.17 -5.19 -0.989
C 0.30 -2.33 1.99 0.121
C 1.58 3.58 0.46 -0.344
C 4.16 -0.02 -0.05 0.699
C 5.01 2.28 0.27 -0.528
C -2.37 -3.72 -5.26 -1.488
Li 0.49 0.20 0.27 1.071
H -0.53 -1.60 -5.14 0.440
H -0.26 -5.20 -6.21 0.460
H 1.36 -2.32 1.69 -0.127
H 1.57 2.63 0.97 0.017
H 5.89 2.93 0.69 0.301
H -0.16 1.78 4.63 0.363
H -0.26 -1.82 1.40 0.137
H -1.71 0.33 1.26 0.092
H -2.94 -2.73 -5.16 0.407
H 3.47 -2.52 0.54 0.307
H 0.29 1.24 6.30 0.236
H 0.39 5.35 5.24 0.232
H -0.63 -2.64 -6.62 0.399
H 0.47 6.96 4.90 0.293
H 2.57 3.70 0.57 0.565
H 1.91 6.06 4.84 0.376
H 0.73 -2.44 -5.78 0.391
H -1.86 1.90 1.38 0.320
H -6.76 2.95 2.99 0.391
H -2.86 1.13 0.13 0.325
H 4.04 -3.01 -0.99 0.482
H -1.45 -4.16 -2.98 0.405
H 0.41 -3.53 1.70 0.215
H 0.16 -2.36 -1.16 0.470
H 0.18 -5.53 -4.61 0.424
H 1.41 -3.94 -3.26 0.428
H -1.25 -6.02 -5.20 0.297
H -5.70 3.45 4.12 0.319
H 4.66 2.89 -0.55 0.325
H -2.65 -3.81 -6.25 0.581
H 1.38 1.78 4.89 0.287
H 1.01 -2.50 -3.20 0.554
H 2.41 -2.12 -0.69 0.177
H 0.99 3.79 -0.56 0.100
H -1.32 -2.46 -3.09 0.383
H 4.40 2.31 1.04 0.121
H -2.94 -4.49 -5.18 0.715
H -6.86 2.16 4.44 0.269
```

## Properties
Charge   -1
F_max   9.72 eV/Å
E_HOMO   -2.2145 eV
Molecular weight   566.396 g/mol
LUMO level   1.8 eV
Gap between HOMO and LUMO   4.0 eV



Density functional theory data (the ωB97M-V functional and the def2-TZVPD basis) for 6 unconnected molecules or ions with the total composition C17H38N2O16S2.

XYZ file:
```
75
Properties=species:S:1:pos:R:3:mulliken_charge:R:1
S 1.68 4.91 2.43 1.255
S 2.96 1.32 -2.13 1.221
O 1.12 5.67 1.33 -0.641
O -7.04 -4.69 -1.33 -0.627
O -5.18 2.30 -2.56 -0.426
O -4.99 -4.55 -2.29 -0.311
O -1.84 -0.88 -1.69 -0.566
O -1.84 -0.73 0.42 -0.721
O 3.11 0.79 -0.83 -0.443
O -5.55 -3.18 -0.62 -0.301
O 2.73 0.46 -3.32 -0.683
O 1.62 2.37 -2.07 -0.395
O 0.90 3.49 2.32 -0.305
O -0.09 -1.40 -0.59 -0.605
O 3.13 4.64 2.46 -0.670
O -0.57 -3.45 1.29 -0.533
O -4.31 2.68 -0.63 -0.363
O -4.42 4.43 -2.04 -0.568
N 3.24 -2.93 1.63 0.268
N -1.15 -0.78 -0.68 0.815
C -3.87 -3.80 -1.95 -0.297
C 3.48 -2.51 0.16 -1.595
C -4.32 -2.70 -0.97 0.455
C 0.29 1.82 -2.42 -0.030
C -5.88 -4.19 -1.34 0.516
C 0.50 1.25 1.81 -1.071
C 1.36 2.53 1.42 -0.302
C 3.93 -4.24 1.99 -0.801
C -4.88 0.99 -1.96 -0.094
C 0.79 -3.87 1.26 -0.522
C -4.61 3.26 -1.79 0.657
C -0.82 2.84 -1.99 -1.160
C 1.76 -2.90 2.04 -1.493
C 4.26 2.35 -2.60 -1.523
C 3.99 -1.77 2.30 -0.740
C -4.60 1.30 -0.61 0.316
C 0.99 5.61 3.80 -0.945
H 1.60 -2.93 2.88 1.436
H 1.08 -3.98 0.29 0.401
H 4.97 -4.33 1.68 0.335
H 0.64 0.51 1.09 -0.100
H -0.39 1.69 1.36 0.229
H -3.61 -2.39 0.08 0.120
H -3.00 -4.19 -1.54 0.304
H 3.65 -4.40 3.08 0.348
H 3.59 -0.69 2.00 0.144
H 2.43 2.39 1.47 0.444
H 2.83 -1.74 -0.29 0.466
H 3.35 -5.13 1.63 0.337
H 0.16 0.87 -1.83 -0.036
H 1.09 2.95 0.48 0.166
H -0.70 -2.77 0.63 0.303
H 1.36 -2.00 1.81 0.246
H 4.44 -2.42 -0.27 0.564
H -5.43 0.91 0.11 0.157
H -3.38 -3.40 -2.87 0.270
H 0.46 0.98 2.73 0.895
H 3.72 -1.97 3.39 0.375
H -4.01 0.65 -2.61 0.192
H -0.04 5.46 3.91 0.333
H 5.07 -1.79 2.09 0.402
H 0.45 1.61 -3.42 0.646
H -1.79 2.50 -2.46 0.181
H 5.01 1.59 -2.65 0.414
H 1.21 6.70 3.86 0.364
H 3.33 -3.24 -0.39 0.787
H -0.87 3.06 -0.94 0.314
H 0.90 -5.00 1.59 0.261
H -5.66 0.20 -2.18 0.332
H -3.90 0.66 -0.17 -0.112
H -4.34 -1.77 -1.65 -0.183
H 4.68 2.97 -1.97 0.542
H 4.29 2.91 -3.39 0.542
H 1.58 5.33 4.70 0.351
H -0.65 3.77 -2.51 0.457
```

## Properties
F_max   16.09 eV/Å
E_HOMO   -8.6800 eV
Molecular weight   590.623 g/mol
LUMO level   -0.6 eV
Gap between HOMO and LUMO   8.1 eV



- Which of these has the lowest F_max?
  C17H38FNO9P